No. 1
The following is a DFT calculation (ωB97M-V/def2-TZVPD) of a structure of composition C4H5AlLiO2.

Computed properties:
* spin multiplicity: 2
* total charge: +4
* gap between HOMO and LUMO (spin up / spin down): 6.23 / 6.26 eV
* largest force on an atom: 11.90 eV Å⁻¹

XYZ file:
```
13
C4H5AlLiO2 ωB97M-V/def2-TZVPD
H 0.1535 -2.0298 0.4966
C 0.1972 -1.1420 1.1549
C 0.8186 0.0683 0.6338
O -0.3351 -1.1767 2.2630
Li -1.0657 -2.3782 3.4656
H 1.5954 -0.1447 -0.1107
H 1.1667 0.7568 1.4095
C -0.4215 1.2584 -0.4322
C -0.6198 0.7881 -1.7113
O -0.0743 0.3817 -2.6900
Al -0.1912 0.0696 -4.1840
H 0.1282 2.2085 -0.4374
H -1.3519 1.3402 0.1420
```


No. 2
The following is a DFT calculation (ωB97M-V/def2-TZVPD) of the molecule C4H5Br.

Computed properties:
* gap between HOMO and LUMO (spin up / spin down): 8.20 / 8.02 eV
* ΔE to the lowest compared entry with this formula, charge and spin: 92.4 kcal per mole
* largest force on an atom: 3.75 eV Å⁻¹

XYZ file:
```
10
C4H5Br ωB97M-V/def2-TZVPD
C -0.7559 0.7015 -0.0413
C -1.9938 0.3514 0.2446
C 0.4825 -0.1194 -0.3169
C 1.7551 -0.2223 0.3284
Br 3.2724 -0.3055 -0.8313
H -2.4748 -0.5369 0.1598
H -2.7503 1.1255 0.4350
H -0.2016 -0.9653 -0.0285
H 0.6212 -0.0174 -1.3688
H 2.0451 -0.0116 1.4191
```


No. 3
The following is a DFT calculation (ωB97M-V/def2-TZVPD) of a cluster of 2 separate species, C4H5Br in total.

Computed properties:
* SMILES string: C#CC=C.Br
* gap between HOMO and LUMO: 9.99 eV
* ΔE to the lowest compared entry with this formula, charge and spin: 75.6 kcal per mole
* largest force on an atom: 5.59 eV Å⁻¹

XYZ file:
```
10
C4H5Br ωB97M-V/def2-TZVPD
C -1.0063 0.6707 -0.1769
C 0.4268 1.4416 -0.2455
C -1.8083 -0.5324 0.0176
C 1.2859 2.2594 -0.0426
Br 1.7111 -3.1255 0.4429
H -1.7100 1.6017 -0.5258
H -1.4295 -1.5262 0.3489
H -2.8650 -0.3668 -0.1498
H 3.1883 -3.1858 0.6511
H 2.2071 2.7631 -0.3199
```


No. 4
The following is a DFT calculation (ωB97M-V/def2-TZVPD) of a structure of composition C4H5Br2Cl.

Computed properties:
* gap between HOMO and LUMO (spin up / spin down): 8.61 / 7.49 eV
* ΔE to the lowest compared entry with this formula, charge and spin: 86.3 kcal per mole
* largest force on an atom: 3.57 eV Å⁻¹

XYZ file:
```
12
C4H5Br2Cl ωB97M-V/def2-TZVPD
C -1.8291 0.2658 1.6384
C -1.3490 1.1410 0.8260
C 0.8059 -1.1418 -1.1853
C 1.3967 0.0571 -0.6498
Cl -0.9709 2.7260 1.0054
Br 2.7793 0.1196 0.5680
Br 1.5157 1.5718 -1.9723
H -2.1557 0.5267 2.6918
H -1.9622 -0.8581 1.4021
H 0.5661 -1.8416 -0.4436
H 1.3062 -1.6031 -2.0001
H -0.1030 -0.9635 -1.8806
```


No. 5
The following is a DFT calculation (ωB97M-V/def2-TZVPD) of a cluster of 2 separate species, C4H5Br2N in total.

Computed properties:
* SMILES string: C=C=N/C=C/Br.Br
* gap between HOMO and LUMO: 9.61 eV
* ΔE to the lowest compared entry with this formula, charge and spin: 44.9 kcal per mole
* largest force on an atom: 3.70 eV Å⁻¹

XYZ file:
```
12
C4H5Br2N ωB97M-V/def2-TZVPD
C 0.6992 -1.5633 -0.6816
C -0.3417 0.8184 0.7023
C -0.5946 -0.4782 0.9174
C 1.7471 -1.9358 -1.3413
N -0.3011 -1.4290 0.0030
Br -0.8065 2.1066 2.0916
Br 0.0917 5.7289 0.7435
H -0.1353 1.4288 -0.1664
H -0.9563 -0.7629 1.8927
H 2.3548 -2.6794 -0.9608
H -0.7502 6.1549 1.6545
H 1.7625 -1.7422 -2.3335
```


No. 6
The following is a DFT calculation (ωB97M-V/def2-TZVPD) of a cluster of 2 separate species, C4H5BrCl2 in total.

Computed properties:
* gap between HOMO and LUMO: 9.92 eV
* ΔE to the lowest compared entry with this formula, charge and spin: 85.1 kcal per mole
* largest force on an atom: 3.69 eV Å⁻¹

XYZ file:
```
12
C4H5BrCl2 ωB97M-V/def2-TZVPD
C 1.8573 -2.0639 0.3353
C 1.2668 -1.4447 -0.6356
C -0.9089 1.7115 -0.4523
C -0.9478 0.3467 0.2021
Cl 0.6932 2.4363 -0.3004
Cl -0.5193 0.2641 1.9263
Br -2.5310 -0.5770 -0.2626
H 2.0937 -3.0101 -0.1839
H 2.0544 -1.6135 1.2601
H -0.0790 -0.0327 -0.4018
H -1.2069 1.7380 -1.5729
H -1.7725 2.2455 0.0856
```


No. 7
The following is a DFT calculation (ωB97M-V/def2-TZVPD) of a cluster of 2 separate species, C4H5BrFN3O2 in total.

Computed properties:
* gap between HOMO and LUMO (spin up / spin down): 6.07 / 6.06 eV
* largest force on an atom: 4.55 eV Å⁻¹

XYZ file:
```
16
C4H5BrFN3O2 ωB97M-V/def2-TZVPD
C 1.1978 1.9572 -0.1154
C 0.7490 -1.2060 0.1618
C -1.4947 -2.2682 0.5383
C 0.2131 1.3021 -0.9168
N 2.3800 2.2417 -0.4108
N -0.2157 -1.8383 0.3644
N -0.9962 0.8658 -0.4086
O -1.6638 0.1376 -1.1199
O -1.3473 1.1613 0.7313
F 0.7358 2.2573 1.1673
Br 2.4793 -1.4771 -0.2424
H -1.9744 -1.7188 1.4626
H -1.4812 -3.3461 0.7947
H -2.1890 -1.9825 -0.2268
H 0.5955 1.0328 -1.8853
H 3.0118 2.8811 0.1058
```


No. 8
The following is a DFT calculation (ωB97M-V/def2-TZVPD) of the molecule C4H5BrN2.

Computed properties:
* SMILES string: Cn1nccc1Br
* gap between HOMO and LUMO: 9.76 eV
* ΔE to the lowest compared entry with this formula, charge and spin: 17.6 kcal per mole
* largest force on an atom: 4.23 eV Å⁻¹

XYZ file:
```
12
C4H5BrN2 ωB97M-V/def2-TZVPD
C 0.4436 1.7682 -0.0831
C -0.9738 1.6265 -0.0228
C 0.9091 0.4757 -0.1129
C -0.2185 -1.8227 0.0735
N -1.2742 0.3326 0.0142
N -0.1759 -0.3772 -0.0193
Br 2.5876 -0.2406 -0.2553
H 1.0364 2.5417 0.0898
H -1.7244 2.3137 0.0697
H -0.8061 -2.2440 -0.7455
H 0.8645 -2.1834 -0.0498
H -0.6684 -2.1906 1.0413
```


No. 9
The following is a DFT calculation (ωB97M-V/def2-TZVPD) of the molecule C4H5BrN2O.

Computed properties:
* SMILES string: N/C(=C/C=C=O)NBr
* gap between HOMO and LUMO (spin up / spin down): 7.12 / 7.12 eV
* ΔE to the lowest compared entry with this formula, charge and spin: 56.7 kcal per mole
* largest force on an atom: 4.96 eV Å⁻¹

XYZ file:
```
13
C4H5BrN2O ωB97M-V/def2-TZVPD
C 0.7149 -0.2586 0.2653
C 0.9454 1.0925 0.4354
C -0.4829 -0.6074 -0.2804
C 2.2213 1.4800 0.3165
N -1.3755 0.3848 -0.6505
N -0.9691 -1.8833 -0.4508
O 3.3507 1.5930 0.1199
Br -3.0096 0.4542 0.3741
H 1.5383 -0.8711 0.2364
H 0.1965 1.8806 0.5636
H -0.3723 -2.6023 -0.1450
H -1.9339 -1.9660 -0.1943
H -0.8239 1.3037 -0.5901
```


No. 10
The following is a DFT calculation (ωB97M-V/def2-TZVPD) of a cluster of 4 separate species, C4H5BrN2O2S in total.

Computed properties:
* SMILES string: C=C=N.N=C=S.O=C=O.Br
* gap between HOMO and LUMO: 9.81 eV
* ΔE to the lowest compared entry with this formula, charge and spin: 16.0 kcal per mole
* largest force on an atom: 3.67 eV Å⁻¹

XYZ file:
```
15
C4H5BrN2O2S ωB97M-V/def2-TZVPD
C 1.3159 -0.1900 0.1679
C 0.4200 -2.9081 0.0903
C 2.0086 -0.1143 1.2227
C -0.9223 2.7060 -0.4097
N 0.5821 -0.2376 -0.7735
N -1.4671 2.2753 -1.3779
O -0.5724 -2.6275 0.6251
O 1.2914 -3.2858 -0.5594
S 0.1214 3.2204 0.6182
Br -3.0970 -0.2708 0.2997
H 3.0538 0.0244 1.0996
H 1.4791 -0.3299 2.1319
H -2.2916 2.3121 -1.8250
H -2.0712 -1.2124 -0.2829
H 0.1495 0.6383 -1.0269
```


No. 11
The following is a DFT calculation (ωB97M-V/def2-TZVPD) of a cluster of 2 separate species, C4H5BrN2O2S in total.

Computed properties:
* SMILES string: O=C(O)[C@@]1(Br)CS1.N#CN
* gap between HOMO and LUMO: 9.34 eV
* ΔE to the lowest compared entry with this formula, charge and spin: 16.0 kcal per mole
* largest force on an atom: 3.23 eV Å⁻¹

XYZ file:
```
15
C4H5BrN2O2S ωB97M-V/def2-TZVPD
C -2.7066 1.5320 0.4507
C 2.0924 1.3459 0.6965
C 2.7453 -0.9389 -0.2706
C 1.6815 0.0614 -0.1041
N -1.6987 1.9341 0.8204
N -3.7970 0.7914 0.1303
O 1.1647 2.2952 0.9726
O 3.2188 1.5315 1.1231
S 1.4415 -1.3304 0.9386
Br 0.4751 0.5721 -1.5934
H 2.9174 -1.2800 -1.2564
H 3.6451 -0.5755 0.3325
H 0.1562 2.1851 0.8981
H -3.4928 0.0682 -0.5465
H -4.6151 1.3994 -0.1857
```


No. 12
The following is a DFT calculation (ωB97M-V/def2-TZVPD) of the molecule C4H5BrO.

Computed properties:
* SMILES string: Br[C@H]1C[C@H]2O[C@@H]12
* gap between HOMO and LUMO: 10.42 eV
* ΔE to the lowest compared entry with this formula, charge and spin: 52.5 kcal per mole
* largest force on an atom: 4.81 eV Å⁻¹

XYZ file:
```
11
C4H5BrO ωB97M-V/def2-TZVPD
C 0.1884 1.0129 -0.3281
C 0.8340 -0.3559 -0.6937
C -0.0213 -1.1385 0.3706
C -0.7741 0.1939 0.5979
O 1.3863 -0.9626 0.4299
Br -0.6000 0.7163 2.5562
H 0.7982 1.8675 -0.1659
H -0.3794 1.1656 -1.2509
H 0.8464 -0.7173 -1.7266
H -0.5427 -1.9535 -0.0121
H -1.7358 0.1718 0.2226
```


Q: Which E_tot values were calculated for the entries above? A: -553.74930; -2729.22353; -2729.25039; -5763.44252; -5358.09419; -3649.63632; -3143.79368; -2838.90532; -2914.08437; -3387.57236; -3387.57232; -2804.55109, in Ha.